[1]
42
Properties=species:S:1:pos:R:3:mulliken_charge:R:1 method="wB97M-V/def2-TZVPD" e_tot_ha=-1797.14934 gap_ev=8.07 lumo_ev=0.0230 spin_multiplicity=1
C 5.3703 2.9026 -1.7643 -1.049
C 3.8122 3.4463 -1.7902 -0.291
H 3.6460 4.0677 -2.6650 0.339
H 3.6558 3.9772 -0.8827 0.381
O 2.8916 2.6314 -2.1255 -0.300
C 2.6893 1.7809 -0.9808 0.162
O 3.1484 1.9749 0.2423 -0.594
C 1.6352 0.6213 -1.5681 0.154
H 1.2314 0.8655 -2.5261 0.401
C 0.5379 0.4566 -0.3668 -2.055
N -0.1686 -0.8816 -0.8245 0.241
S -1.7470 -0.7471 -0.3140 1.082
O -2.4309 0.7787 -0.3753 -0.649
O -2.4469 -1.9558 -0.7082 -0.621
C -1.7134 -0.9230 1.5702 -0.363
C -2.9338 -0.9769 2.2561 0.443
C -3.6930 0.3303 2.6498 -0.982
C -4.9318 0.2569 2.9937 -0.390
C -5.8268 -1.0671 2.9052 0.483
C -5.0283 -2.2335 2.6576 -0.593
C -3.7946 -2.1176 2.1088 -0.271
H -3.1389 -3.1966 1.9390 0.113
H -5.6426 -3.1971 2.6125 0.231
Cl -7.2218 -1.0380 3.5484 -0.207
H -5.5839 1.0750 2.9305 0.322
H -3.1965 1.0941 2.5006 0.680
H -1.0923 0.0104 2.1334 0.262
H -1.1931 -2.0815 1.7284 0.259
C 0.5830 -1.9482 -0.7253 -1.610
C 1.5369 -1.8696 -1.7917 -0.798
C 2.4499 -0.7980 -1.6571 -0.701
H 3.1849 -0.5388 -2.4717 0.385
H 2.9849 -0.9457 -0.6205 0.290
H 1.0486 -1.5805 -2.8171 0.241
H 2.1190 -2.7409 -1.9080 0.472
H -0.2808 -2.9375 -1.0693 0.375
H 0.8276 -2.1584 0.0397 1.354
H 0.0578 1.1890 -0.1594 1.491
H 1.0890 0.2560 0.5746 0.381
H 5.6654 2.1326 -1.0522 0.340
H 6.0731 3.7655 -1.5441 0.312
H 5.8267 2.3203 -2.6831 0.281

***

[2]
49
Properties=species:S:1:pos:R:3:mulliken_charge:R:1 method="wB97M-V/def2-TZVPD" s_squared=0.75 e_tot_ha=-4294.54467 gap_ev="6.78 / 2.84" lumo_ev="-7.0723 / -11.0118" spin_multiplicity=2 charge=+2
C -3.8287 2.0015 -0.7294 -1.070
C -2.9934 0.8098 0.0292 0.043
C -1.9741 0.1659 -1.1288 -0.172
O -1.3170 1.3475 -1.7553 -0.179
C -0.9267 0.9342 -3.1165 0.327
O -1.8456 0.7702 -4.1088 -0.518
C 0.6832 0.6561 -3.3706 -0.354
S 1.4075 -0.7375 -2.3617 -0.122
C 2.5140 -0.1419 -0.9757 0.833
C 4.0384 -0.7440 -1.3107 -0.054
N 5.1827 -1.3093 -1.6290 -0.585
C 1.8901 -0.8113 0.4245 -0.071
C 1.8913 -2.4496 0.4221 -0.600
C 0.3657 -3.0428 0.1866 0.056
C 0.2758 -4.6624 0.5007 0.357
O 0.7624 -5.5465 -0.3924 -0.524
O -0.3618 -5.2501 1.7096 -0.438
C 2.6957 1.4836 -0.8709 -0.296
C 1.3915 2.2906 -0.2924 0.125
N 0.4422 3.0120 0.2179 -0.551
P 4.2360 2.0241 0.1851 0.242
O 4.0756 1.5269 1.8446 -0.524
I 4.0466 4.5046 0.2604 0.044
O -2.1023 1.4596 1.0323 -0.204
C -2.4664 0.9617 2.3889 0.479
O -2.1011 -0.2313 2.8870 -0.515
C -3.4175 1.9103 3.3770 -0.480
S -3.3732 1.3286 5.1606 0.267
H -4.9411 1.9850 -0.2998 0.324
H -3.3089 3.0228 -0.4921 0.275
H -3.9197 1.8454 -1.9017 0.320
H -3.6790 -0.0050 0.5328 0.500
H -1.2048 -0.5979 -0.6892 -0.209
H -2.6900 -0.3921 -1.8903 0.484
H 1.2177 1.6912 -3.2756 0.302
H 0.7925 0.3384 -4.5163 0.438
H 2.4552 -0.4652 1.3887 0.357
H 0.7767 -0.4095 0.5333 -0.183
H 2.6725 -2.9506 -0.2898 0.271
H 2.1929 -2.7914 1.5254 0.365
H -0.0390 -2.8645 -0.9027 0.144
H -0.3753 -2.4933 0.9399 0.043
H -0.6596 -4.5006 2.3046 0.342
H 2.9542 1.8619 -1.9731 0.523
H 4.6170 0.6794 2.0271 0.378
H -2.9451 3.0040 3.3090 0.432
H -4.5339 1.9677 2.9871 0.385
H -2.0499 0.9643 5.5324 0.326
Cu 3.4766 -2.1507 -3.4341 0.667

***

[3]
38
Properties=species:S:1:pos:R:3:mulliken_charge:R:1 method="wB97M-V/def2-TZVPD" s_squared=3.81 e_tot_ha=-2107.43094 gap_ev="5.27 / 6.02" lumo_ev="2.9618 / 2.9549" spin_multiplicity=4 charge=-1
Mn -0.6216 1.3365 0.0399 0.291
C -2.3027 1.9635 -1.1610 -0.323
C -1.7856 0.9087 -2.0016 -1.026
C -1.8412 -0.3190 -1.2743 0.023
H -1.4961 1.0133 -3.0694 0.444
C -2.4280 -0.0575 0.0096 -0.263
C -2.7179 1.3629 0.0925 -0.887
H -3.3204 1.8671 0.8768 0.491
H -2.4778 3.0156 -1.4617 0.298
H -1.6896 -1.3343 -1.7231 0.482
H -2.7523 -0.8233 0.7491 0.328
C 0.6812 2.8449 1.0424 -0.952
C -0.6823 2.8430 1.4993 -0.511
C -0.9327 1.5571 2.1374 -0.641
H -1.3644 3.7193 1.5007 0.395
C 0.2641 0.7687 2.0282 0.026
C 1.2515 1.5557 1.3304 -0.320
H 2.3315 1.2963 1.2167 0.273
H 1.2172 3.7278 0.6354 0.514
H -1.8326 1.2873 2.7300 0.394
H 0.4555 -0.1827 2.5750 0.479
O 0.8373 -0.5682 -0.5592 0.207
C 1.1909 -1.8962 -0.0929 1.355
C 1.6215 -2.3584 -1.5056 -0.685
C -0.0064 -2.6263 0.4935 -1.658
C 2.3718 -1.8266 0.8729 -1.676
C 1.4134 -0.9117 -1.9090 -0.753
H 0.9003 -3.0343 -1.9865 0.314
H 2.6652 -2.6999 -1.5876 0.344
H 2.3273 -0.3278 -2.0490 0.312
H 0.6650 -0.7337 -2.6852 0.201
H 0.2887 -3.6516 0.7563 0.477
H -0.8299 -2.6624 -0.2299 0.320
H -0.3292 -2.1198 1.4111 0.166
H 2.9377 -2.7692 0.8335 0.460
H 2.0010 -1.7009 1.8955 0.300
H 3.0334 -0.9896 0.6104 0.330
I 0.9562 2.5255 -2.0407 -0.529

***

[4]
39
Properties=species:S:1:pos:R:3:mulliken_charge:R:1 method="wB97M-V/def2-TZVPD" smiles=Oc1ccc[n+](CCCCC[n+]2cccc(O)c2)c1 e_tot_ha=-843.03965 gap_ev=9.44 lumo_ev=-6.2197 spin_multiplicity=1 charge=+2
O -2.3415 0.8448 -6.0033 -0.459
C -2.5748 0.9539 -4.7094 0.254
C -1.8764 0.0911 -3.8578 0.061
N -2.0435 0.1204 -2.5348 0.163
C -2.8912 0.9863 -1.9717 0.027
C -3.6172 1.8694 -2.7517 -0.824
C -3.4692 1.8642 -4.1254 -0.287
H -4.0382 2.5450 -4.7413 0.375
H -4.3015 2.5554 -2.2786 0.420
H -3.0037 0.9603 -0.8994 0.415
C -1.2667 -0.8013 -1.7167 -1.111
H -1.3006 -1.7848 -2.1902 0.383
H -1.7339 -0.8745 -0.7336 0.379
C 0.1972 -0.3519 -1.5839 -0.358
H 0.5540 -0.0323 -2.5635 0.414
H 0.7893 -1.2199 -1.2971 0.338
C 0.4072 0.7828 -0.5748 -0.816
H 1.2946 1.3480 -0.8610 0.444
H -0.4345 1.4751 -0.6265 0.401
C 0.5738 0.3154 0.8768 -0.147
H 0.3888 1.1632 1.5388 0.305
H -0.1563 -0.4603 1.1152 0.308
C 1.9921 -0.2116 1.1469 -1.292
N 2.1922 -0.4905 2.5614 0.228
C 1.8885 -1.6972 3.0405 0.130
C 2.0436 -2.0129 4.3947 0.254
C 2.5330 -1.0118 5.2468 -0.280
C 2.8293 0.2311 4.7192 -0.746
C 2.6485 0.4721 3.3692 0.007
H 2.8800 1.4302 2.9308 0.391
H 3.2081 1.0177 5.3520 0.419
H 2.6802 -1.2110 6.2981 0.375
O 1.7172 -3.2359 4.7714 -0.461
H 1.8654 -3.4069 5.7138 0.340
H 1.5276 -2.4559 2.3627 0.441
H 2.7221 0.5379 0.8349 0.309
H 2.1750 -1.1269 0.5819 0.384
H -1.1941 -0.6293 -4.2838 0.476
H -2.8643 1.4505 -6.5503 0.342